# 1
The following is a DFT calculation (wB97M-V/def2-TZVPD) of the molecule C4H8N2S in a non-equilibrium geometry.

Summary:
- orbital gap (hartree) = 0.344
- HOMO level (Ha) = -0.311
- strongest force on any atom (hartree/bohr) = 0.0885
- E (hartree) = -664.814639

Structure (XYZ):
```
15
Properties=species:S:1:pos:R:3:lowdin_charge:R:1
S 0.393 1.092 0.738 0.899
H -1.228 -0.007 -2.553 0.146
H 2.642 -2.929 1.995 0.058
H 1.248 -1.107 2.466 0.115
C -1.084 0.754 -1.676 -0.178
N 1.397 -0.217 0.466 -0.404
C -1.919 1.426 -0.651 -0.201
H -1.087 -0.535 0.218 0.102
C -0.915 0.432 -0.248 -0.645
H -2.997 1.073 -0.414 0.133
H -1.873 2.479 -0.341 0.102
C 1.707 -1.261 1.442 -0.333
H -0.306 1.396 -2.052 0.084
N 2.495 -2.266 1.168 0.019
H 1.529 -0.331 -0.558 0.103
```

# 2
The following is a DFT calculation (wB97M-V/def2-TZVPD) of the molecule C4H8N2S in a non-equilibrium geometry.

Summary:
- orbital gap (hartree) = 0.343
- HOMO level (Ha) = -0.308
- strongest force on any atom (hartree/bohr) = 0.0354
- E (hartree) = -664.850214

Structure (XYZ):
```
15
Properties=species:S:1:pos:R:3:lowdin_charge:R:1
H 2.676 -0.408 -0.250 0.078
C -2.027 -0.993 0.519 -0.465
C 0.861 1.466 -0.197 -0.048
C -1.305 0.243 0.362 -0.550
S -2.645 -0.046 -0.891 0.787
H -2.744 -1.146 1.356 0.090
H 0.220 2.339 -0.123 0.081
H 1.372 1.489 -1.131 0.074
N 1.983 -1.052 -0.642 0.010
H 1.579 1.570 0.627 0.093
N 0.654 -0.912 -0.275 0.002
C 0.096 0.225 -0.092 -0.412
H -1.577 1.102 1.018 0.121
H 2.328 -2.004 -0.524 0.082
H -1.471 -1.872 0.242 0.056
```

# 3
The following is a DFT calculation (wB97M-V/def2-TZVPD) of the molecule C4H8N2S2 in a non-equilibrium geometry.

Summary:
- orbital gap (hartree) = 0.275
- HOMO level (Ha) = -0.313
- strongest force on any atom (hartree/bohr) = 0.1551
- E (hartree) = -1062.980984

Structure (XYZ):
```
16
Properties=species:S:1:pos:R:3:lowdin_charge:R:1
S 1.763 -0.983 2.062 0.720
H -0.412 1.558 -2.243 0.100
H 1.705 0.458 -0.435 0.143
C -0.415 -0.373 -0.390 -0.746
H -0.174 -2.309 2.153 0.063
N 0.214 1.725 -1.336 -0.237
H -1.551 2.648 -0.179 0.110
C 0.543 0.784 -0.439 -0.391
H -0.749 3.609 -1.685 0.075
C 0.333 -1.535 1.604 -0.719
C -0.526 2.948 -0.766 -0.142
H -1.356 -1.701 0.801 0.178
H 0.632 1.408 0.510 0.126
S -1.547 -0.498 -1.647 0.685
N -0.421 -1.235 0.551 -0.084
H 0.275 3.651 -0.124 0.118
```

# 4
The following is a DFT calculation (wB97M-V/def2-TZVPD) of a cluster of 2 separate species, C4H8N2S4 in total in a non-equilibrium geometry.

Summary:
- orbital gap (hartree) = 0.289
- HOMO level (Ha) = -0.292
- strongest force on any atom (hartree/bohr) = 0.0812
- E (hartree) = -1859.368331

Structure (XYZ):
```
18
Properties=species:S:1:pos:R:3:lowdin_charge:R:1
H -1.198 2.178 0.089 -0.016
H -2.471 -0.549 3.497 -0.017
H -2.699 0.968 4.238 -0.007
C 1.653 -1.162 -1.350 -0.642
S 2.456 -0.829 -2.771 0.897
C -2.405 0.456 3.388 -0.334
H 0.273 -1.534 -3.816 0.100
H 1.341 -0.130 0.625 -0.051
H -2.980 0.839 2.453 0.083
H 1.797 -1.670 -4.786 -0.015
S 1.038 2.174 -0.759 0.024
C -0.441 1.349 1.699 -0.999
H 1.613 -2.837 -3.670 0.021
C 1.385 -1.832 -3.873 -0.334
S 1.419 1.383 1.009 0.362
N -1.374 1.698 0.977 0.004
S -0.612 0.848 3.328 0.855
N 1.204 -1.351 -0.278 0.068
```

# 5
The following is a DFT calculation (wB97M-V/def2-TZVPD) of the ion C4H8N3 with charge +1 in a non-equilibrium geometry.

Summary:
- orbital gap (hartree) = 0.275
- HOMO level (Ha) = -0.457
- strongest force on any atom (hartree/bohr) = 0.1042
- net charge = +1
- E (hartree) = -321.077261

Structure (XYZ):
```
15
Properties=species:S:1:pos:R:3:lowdin_charge:R:1
H -1.048 -2.142 0.576 0.171
N -0.742 -0.103 0.040 -0.126
H 2.640 -0.666 1.966 0.157
C 1.785 -0.211 1.455 -0.061
H -1.754 1.039 -1.366 0.105
H -2.788 -0.146 -0.775 0.122
H -0.379 1.888 1.161 0.120
C 0.043 1.196 0.456 -0.036
H 0.184 1.607 -0.597 0.143
N 1.389 1.004 1.089 0.017
H 1.406 -2.191 1.014 0.093
C -0.282 -1.335 0.466 0.049
C 1.025 -1.217 0.927 -0.103
N -1.792 0.104 -0.924 0.076
H 1.891 2.070 1.230 0.274
```

# 6
The following is a DFT calculation (wB97M-V/def2-TZVPD) of the ion C4H8N3 with charge +1 in a non-equilibrium geometry.

Summary:
- orbital gap (alpha / beta) (hartree) = 0.322 / 0.322
- HOMO level (alpha / beta) (Ha) = -0.479 / -0.485
- strongest force on any atom (hartree/bohr) = 0.1057
- net charge = +1
- E (hartree) = -320.994041

Structure (XYZ):
```
15
Properties=species:S:1:pos:R:3:lowdin_charge:R:1
H -1.168 -0.648 -2.069 0.089
C 0.282 -0.287 1.242 -0.111
N 1.022 0.480 0.240 0.029
H 1.404 0.646 -1.803 0.147
C 0.862 -0.065 -1.132 -0.170
C -1.123 -0.299 0.877 -0.290
N -2.196 -1.037 1.260 0.176
H -0.957 1.058 -1.433 0.010
H 1.952 0.525 0.475 0.144
N -2.294 0.146 1.501 0.191
C -0.581 0.151 -1.605 0.105
H 0.416 0.286 2.253 0.193
H 1.075 -1.152 -1.215 0.150
H 0.625 1.452 0.248 0.210
H 0.683 -1.257 1.163 0.126
```

# 7
The following is a DFT calculation (wB97M-V/def2-TZVPD) of a cluster of 2 separate species, C4H8N3O in total in a non-equilibrium geometry.

Summary:
- orbital gap (hartree) = 0.363
- HOMO level (Ha) = -0.522
- strongest force on any atom (hartree/bohr) = 0.0625
- net charge = +1
- E (hartree) = -396.334212

Structure (XYZ):
```
16
Properties=species:S:1:pos:R:3:lowdin_charge:R:1
H 3.226 1.069 -0.417 0.095
H 3.638 -0.390 0.560 0.097
H 0.509 -1.329 0.359 0.175
H -3.242 -0.541 -1.149 0.181
N -0.220 -0.645 0.650 0.071
O 2.078 -0.528 -0.671 -0.040
C -2.279 -0.230 -0.518 -0.124
C -1.454 -1.119 0.004 -0.032
H -0.142 -0.617 1.668 0.196
H -1.643 -2.223 -0.124 0.151
H 0.664 0.526 -0.609 0.074
H -1.120 2.598 0.409 0.138
C 2.995 0.060 -0.168 -0.037
C -1.038 1.564 0.095 -0.090
N -2.128 1.107 -0.306 0.087
N 0.154 0.698 0.218 0.059
```

# 8
The following is a DFT calculation (wB97M-V/def2-TZVPD) of the ion C4H8N3O with charge +1 in a non-equilibrium geometry.

Summary:
- orbital gap (alpha / beta) (hartree) = 0.302 / 0.302
- HOMO level (alpha / beta) (Ha) = -0.473 / -0.473
- strongest force on any atom (hartree/bohr) = 0.1298
- net charge = +1
- E (hartree) = -396.276517

Structure (XYZ):
```
16
Properties=species:S:1:pos:R:3:lowdin_charge:R:1
H 1.464 -2.632 -0.821 0.109
N 0.256 1.203 0.174 0.062
H 0.199 2.142 0.001 0.118
N 1.599 -0.639 0.105 0.058
O 2.427 1.411 -0.314 0.205
H -1.512 0.737 -1.346 0.190
H -2.730 0.137 -0.319 0.189
H 1.052 -1.864 1.786 0.145
C 1.574 0.664 -0.066 -0.525
H -1.184 0.666 1.620 0.123
H 0.092 -1.445 -1.214 0.084
H -2.273 1.682 0.004 0.190
C 0.839 -1.516 0.787 0.091
N -1.873 0.764 -0.353 0.141
C -0.805 0.477 0.591 -0.236
C 0.875 -1.786 -0.635 0.056
```

# 9
The following is a DFT calculation (wB97M-V/def2-TZVPD) of a cluster of 2 separate species, C4H8N3O2 in total in a non-equilibrium geometry.

Summary:
- orbital gap (hartree) = 0.357
- HOMO level (Ha) = -0.487
- strongest force on any atom (hartree/bohr) = 0.0941
- net charge = +1
- E (hartree) = -471.636435

Structure (XYZ):
```
17
Properties=species:S:1:pos:R:3:lowdin_charge:R:1
O 1.672 -2.269 -0.590 0.118
H 0.854 -2.879 -0.720 0.189
N -3.092 -0.797 0.105 0.305
C -0.114 0.711 0.203 -0.489
H 2.637 2.506 0.516 0.138
C 1.313 -1.057 -0.379 -0.239
N 0.145 -0.634 -0.165 0.150
H -2.344 -0.075 0.185 0.029
H 3.822 0.352 -0.859 0.097
C 2.188 1.551 0.167 -0.153
C 2.805 0.607 -0.469 0.158
H 0.543 2.513 0.777 0.182
H -3.291 -1.309 0.954 0.148
N 0.808 1.508 0.667 0.114
O -1.334 1.070 0.300 -0.014
H -2.706 -1.492 -0.509 0.131
H -3.906 -0.307 -0.183 0.136
```

# 10
The following is a DFT calculation (wB97M-V/def2-TZVPD) of a structure of composition C4H8N3O3 in a non-equilibrium geometry.

Summary:
- orbital gap (alpha / beta) (hartree) = 0.292 / 0.292
- HOMO level (alpha / beta) (Ha) = -0.514 / -0.514
- strongest force on any atom (hartree/bohr) = 0.0779
- net charge = +1
- E (hartree) = -546.658252

Structure (XYZ):
```
18
Properties=species:S:1:pos:R:3:lowdin_charge:R:1
C -0.345 0.418 0.006 -0.229
N 0.000 -1.691 -0.441 0.056
H -0.619 2.763 0.214 0.147
C 0.015 1.818 0.213 0.022
H 0.780 2.165 -0.558 0.119
H 0.626 1.797 1.061 0.075
H -2.424 0.393 0.285 0.148
H -1.782 -2.415 0.403 0.151
C -1.412 -1.590 -0.255 -0.178
N 2.506 0.387 0.374 -0.228
H -1.917 -1.389 -1.306 0.168
C -1.564 -0.245 0.472 -0.063
H -1.537 -0.476 1.514 0.136
O 1.619 -0.081 -1.162 0.041
O 2.379 -0.497 1.097 0.296
O 3.133 1.325 0.067 0.274
N 0.391 -0.288 -0.782 -0.100
H 0.150 -2.394 -1.201 0.164
```

# 11
The following is a DFT calculation (wB97M-V/def2-TZVPD) of the ion C4H8N3S with charge +1 in a non-equilibrium geometry.

Summary:
- orbital gap (hartree) = 0.310
- HOMO level (Ha) = -0.479
- strongest force on any atom (hartree/bohr) = 0.0830
- net charge = +1
- E (hartree) = -719.377776

Structure (XYZ):
```
16
Properties=species:S:1:pos:R:3:lowdin_charge:R:1
H -0.180 1.316 2.111 0.152
H 1.763 -0.182 1.935 0.166
S -1.992 0.161 0.158 0.926
C 0.933 0.304 -1.253 -0.131
H -1.163 2.352 0.040 0.130
H -0.691 -1.265 -1.207 0.055
H -0.895 -2.150 0.338 0.057
C -1.413 -1.456 -0.338 -0.378
C 1.190 0.170 1.119 -0.060
N -0.013 1.126 -1.167 0.067
H 1.304 -0.030 -2.138 0.116
N 1.570 -0.174 -0.067 0.132
H -2.345 -1.811 -0.554 -0.011
C -0.600 1.413 0.081 -0.513
N 0.235 1.073 1.243 0.106
H 2.297 -0.848 -0.303 0.184
```

# 12
The following is a DFT calculation (wB97M-V/def2-TZVPD) of the ion C4H8N3S2 with charge +1 in a non-equilibrium geometry.

Summary:
- orbital gap (hartree) = 0.241
- HOMO level (Ha) = -0.455
- strongest force on any atom (hartree/bohr) = 0.0897
- net charge = +1
- E (hartree) = -1117.458021

Structure (XYZ):
```
17
Properties=species:S:1:pos:R:3:lowdin_charge:R:1
S 2.245 -0.796 2.971 0.876
H -1.104 -2.417 0.012 0.110
C 1.530 -0.746 -1.045 0.094
N -0.114 -2.266 -0.212 0.139
C 1.227 0.158 2.310 -1.147
H -2.325 1.696 -0.235 0.103
H 0.387 -3.020 0.079 0.069
H -0.972 2.564 -1.395 0.154
S 0.020 1.188 1.982 0.924
N -0.703 0.003 -0.547 -0.015
H 1.930 0.129 -1.555 0.085
C 0.300 -1.006 -0.621 -0.415
N -0.320 1.149 -0.127 -0.262
H -1.295 3.047 0.258 0.081
C -1.314 2.154 -0.363 -0.109
H -1.783 -0.367 -0.424 0.247
H 2.293 -1.468 -1.089 0.066
```

# 13
The following is a DFT calculation (wB97M-V/def2-TZVPD) of a structure of composition C4H8N4 in a non-equilibrium geometry.

Summary:
- orbital gap (hartree) = 0.369
- HOMO level (Ha) = -0.347
- strongest force on any atom (hartree/bohr) = 0.1343
- E (hartree) = -376.027493

Structure (XYZ):
```
16
Properties=species:S:1:pos:R:3:lowdin_charge:R:1
H 1.286 -1.951 1.210 0.167
C 1.025 0.971 -0.729 -0.158
N -2.821 -0.523 -0.401 0.011
N 0.682 -0.327 -0.477 -0.211
H 1.953 0.971 -1.409 0.113
H 2.550 -0.895 0.384 0.115
H 1.150 1.569 0.198 0.064
H 1.487 -0.091 1.183 0.010
H -1.002 1.228 1.467 0.114
H 0.050 1.844 -1.261 0.209
C 1.403 -0.893 0.584 -0.138
N -2.682 0.560 0.378 0.028
H -1.404 -1.696 -1.216 0.063
C -1.660 -0.948 -0.684 -0.176
N -0.685 -0.428 0.113 -0.034
C -1.332 0.609 0.661 -0.179
```

# 14
The following is a DFT calculation (wB97M-V/def2-TZVPD) of the ion C4H8N4 with charge +2 in a non-equilibrium geometry.

Summary:
- orbital gap (alpha / beta) (hartree) = 0.271 / 0.327
- HOMO level (alpha / beta) (Ha) = -0.762 / -0.746
- strongest force on any atom (hartree/bohr) = 0.0830
- net charge = +2
- E (hartree) = -375.351558

Structure (XYZ):
```
16
Properties=species:S:1:pos:R:3:lowdin_charge:R:1
C -0.218 -1.190 -0.189 -0.199
N 1.846 -0.485 0.016 -0.052
C 2.898 0.446 -0.038 0.043
N 0.579 -2.230 0.220 0.254
H -1.912 0.668 0.723 0.117
H -2.097 -2.115 -0.207 0.218
C -2.480 -0.205 0.362 0.043
H -3.270 -0.632 1.048 0.159
N 0.574 -0.030 -0.314 0.255
H 3.369 0.839 0.866 0.140
H 0.591 0.842 -0.884 0.225
C 1.722 -1.758 0.393 0.151
H 3.593 -0.014 -0.816 0.165
H -3.184 0.084 -0.467 0.151
H 2.535 1.392 -0.553 0.139
N -1.569 -1.216 -0.203 0.194
```

# 15
The following is a DFT calculation (wB97M-V/def2-TZVPD) of the molecule C4H8N4O2 in a non-equilibrium geometry.

Summary:
- orbital gap (hartree) = 0.382
- HOMO level (Ha) = -0.360
- strongest force on any atom (hartree/bohr) = 0.0677
- E (hartree) = -526.640219

Structure (XYZ):
```
18
Properties=species:S:1:pos:R:3:lowdin_charge:R:1
O -1.264 1.608 0.246 0.039
H -0.383 -0.253 2.576 0.148
O 1.340 -1.765 -0.903 0.059
C -0.275 -1.229 0.744 -0.035
H -2.374 -1.411 -0.565 0.103
H 2.448 0.538 0.045 0.103
C -0.229 -0.112 1.446 -0.036
H -0.430 -2.200 1.198 0.114
H 0.978 2.678 0.186 0.113
H -0.610 -1.203 -2.631 0.145
H 2.653 0.970 1.638 0.107
N -0.797 -0.953 -1.644 -0.047
C 0.193 -1.413 -0.709 -0.438
C -0.227 1.210 0.797 -0.421
N 1.010 1.903 0.792 -0.025
N -2.129 -0.690 -1.308 0.001
H -2.157 0.254 -0.805 0.078
N 2.272 1.333 0.722 -0.007
```